No. 1
Entry from the Open Molecules 2025 dataset: a 15-piece molecular cluster, C20H58O18 overall (ωB97M-V with the def2-TZVPD basis set).

Atoms and positions in Å:
O  0.822  0.026  3.841
O  -0.828  -1.018  -2.473
O  3.977  0.520  -2.293
O  0.817  2.985  -3.471
O  -3.682  -1.241  -3.588
O  -2.429  -0.959  0.119
O  2.223  1.805  -0.676
O  -4.882  0.245  -1.252
O  3.135  -3.401  -3.594
O  4.074  1.363  1.122
O  2.061  3.437  3.500
O  2.863  4.167  0.537
O  -0.241  0.934  -4.693
O  -2.698  0.385  5.685
O  -2.222  -3.849  -1.789
O  -0.485  -2.099  2.509
O  -0.635  4.290  1.663
O  0.930  1.729  1.794
C  0.442  1.115  0.804
C  -1.334  -0.299  -0.138
C  4.327  0.903  -3.621
C  -3.964  -0.035  3.791
C  -5.888  -0.717  -1.063
C  3.567  0.151  -4.693
C  -0.519  -0.367  -1.433
C  -2.940  3.714  1.326
C  1.992  -3.347  -1.355
C  5.505  -0.370  2.029
C  -2.724  -0.479  4.599
C  0.653  0.288  -1.630
C  -0.864  0.462  0.883
C  4.154  -0.012  1.412
C  -6.485  -0.598  0.355
C  2.004  -3.823  -2.825
C  -1.741  4.542  0.797
C  0.422  -2.496  1.536
C  1.226  1.118  -0.554
C  1.503  -3.278  2.229
H  1.270  2.491  -2.788
H  -2.757  2.640  1.366
H  -3.736  3.904  0.606
H  2.465  3.353  0.229
H  -5.846  -0.910  1.181
H  5.811  0.324  2.812
H  1.761  -2.732  3.137
H  -2.680  -3.772  -2.626
H  -4.154  0.015  -0.669
H  4.308  1.989  -3.718
H  -1.190  -1.595  2.096
H  1.654  2.739  2.988
H  1.215  0.186  -2.546
H  -1.776  -0.464  4.061
H  -2.800  -1.359  -3.233
H  6.270  -0.351  1.253
H  3.333  -0.253  2.088
H  5.409  -1.335  2.527
H  3.309  1.531  0.566
H  0.860  -1.646  1.014
H  -1.987  5.603  0.771
H  2.399  -3.486  1.644
H  -3.842  0.905  3.252
H  -4.175  -0.663  2.926
H  1.108  -3.436  -3.312
H  0.414  2.316  -4.024
H  3.228  -3.761  -4.479
H  1.139  -4.257  2.543
H  3.543  -0.916  -4.472
H  -5.619  -1.757  -1.248
H  -0.014  -3.139  0.772
H  -2.760  -1.531  4.879
H  -2.042  -2.945  -1.530
H  -4.889  0.013  4.365
H  3.379  4.478  -0.207
H  0.806  0.504  3.012
H  2.517  0.438  -4.752
H  -6.682  -0.419  -1.747
H  0.529  -0.856  3.615
H  3.980  0.193  -5.701
H  1.647  3.376  4.361
H  -3.198  4.063  2.325
H  -6.771  0.421  0.615
H  -1.554  4.256  -0.238
H  -7.337  -1.274  0.422
H  2.744  -3.851  -0.748
H  -1.900  0.144  6.160
H  3.346  1.119  -1.886
H  -0.414  0.316  -3.982
H  -1.433  0.616  1.788
H  -1.083  1.029  -5.138
H  3.985  -0.587  0.502
H  1.054  -3.644  -0.888
H  -4.120  -0.669  -2.958
H  2.137  -2.267  -1.314
H  1.854  -4.902  -2.802
H  5.360  0.568  -3.708
H  -0.212  3.455  1.447

Summary:
* max |F|: 0.113 hartree/bohr
* frontier orbital gap: 7.281 eV
* total charge: -2
* total energy: -58536.492 eV
* 2S+1: 1



No. 2
Entry from the Open Molecules 2025 dataset: C28H22Cl5N4O5SV as an isolated structure (ωB97M-V with the def2-TZVPD basis set).

Atoms and positions in Å:
V  0.787  1.229  -0.079
Cl  -3.377  1.709  -3.554
Cl  2.764  2.877  -2.769
Cl  -2.058  1.354  -0.656
Cl  1.552  3.016  -5.616
Cl  -1.522  1.992  -6.039
S  -1.937  -3.955  -2.418
O  2.279  0.050  -0.882
O  -0.097  2.472  3.723
O  -2.805  -2.995  -3.111
O  0.330  -0.824  -0.299
O  -1.932  -5.386  -2.667
N  -0.418  -3.446  -2.735
N  0.615  3.366  0.426
N  2.403  1.034  1.576
N  -0.110  1.088  1.836
C  0.061  3.542  1.628
C  -0.014  -2.082  -2.911
C  -1.075  1.717  -2.119
C  -2.482  -4.615  1.501
C  -3.518  -2.541  0.999
C  -0.790  2.092  -4.473
C  4.292  -0.378  3.053
C  -1.641  1.747  -3.378
C  -3.103  -3.457  1.929
C  1.987  0.237  2.603
C  -3.094  -2.626  -0.333
C  4.642  0.304  1.876
C  -2.342  -3.763  -0.707
C  -0.120  2.308  2.450
C  0.498  0.087  2.752
C  0.589  2.425  -4.295
C  3.656  0.977  1.158
C  1.038  4.463  -0.280
C  2.920  -0.407  3.434
C  -1.996  -4.718  0.202
C  0.986  5.722  0.287
C  1.121  2.383  -2.985
C  0.490  5.945  1.590
C  1.298  -0.762  -1.100
C  0.317  1.886  -1.968
C  -3.378  -3.218  3.383
C  -0.033  4.827  2.221
C  1.384  -1.863  -2.253
H  5.646  0.140  1.466
H  0.444  6.917  2.069
H  0.295  -4.144  -2.743
H  -0.484  4.882  3.244
H  -1.431  -5.582  -0.139
H  0.149  0.433  3.753
H  2.599  -1.137  4.241
H  -2.746  -2.346  3.708
H  2.089  -1.497  -3.012
H  -4.501  -2.883  3.448
H  1.477  6.525  -0.261
H  0.148  -0.901  2.511
H  -3.159  -4.077  4.002
H  -4.191  -1.691  1.261
H  -0.825  -1.484  -2.568
H  0.079  -1.880  -4.016
H  1.704  -2.788  -1.790
H  5.066  -0.827  3.745
H  -2.340  -5.422  2.207
H  -3.350  -1.848  -1.039
H  3.787  1.470  0.217
H  1.376  4.326  -1.305

Summary:
* max |F|: 0.081 hartree/bohr
* frontier orbital gap (alpha / beta): 5.466 / 6.335 eV
* total charge: +1
* total energy: -144718.883 eV
* 2S+1: 2



No. 3
Entry from the Open Molecules 2025 dataset: an isolated molecule of C23H29N3O6S (ωB97M-V with the def2-TZVPD basis set).

Atoms and positions in Å:
S  -3.452  -1.630  -2.030
O  -5.121  -5.137  -1.360
O  -3.448  -2.171  -3.365
O  3.625  4.889  1.887
O  -1.469  -0.716  2.541
O  4.540  -0.320  -1.465
O  -4.425  -0.623  -1.721
N  1.924  0.590  -0.723
N  0.033  0.353  1.205
N  -3.564  -2.826  -0.862
C  0.462  3.195  2.704
C  2.770  -0.166  0.192
C  -5.752  -3.902  -1.092
C  0.689  0.044  -1.086
C  2.733  1.284  -1.707
C  2.692  3.988  2.296
C  -1.821  -0.997  -1.677
C  3.187  2.771  2.768
C  3.192  6.149  1.431
C  -2.939  -4.078  -1.235
C  -0.284  -0.119  -0.069
C  -3.903  -4.948  -2.049
C  -0.579  0.088  2.391
C  2.324  1.783  3.194
C  3.745  0.365  -2.407
C  -4.858  -3.005  -0.233
C  0.945  1.976  3.165
C  3.735  -1.071  -0.585
C  0.337  -0.274  -2.396
C  -1.524  -0.657  -0.371
C  -0.913  -0.791  -2.694
C  0.000  0.884  3.565
C  1.316  4.194  2.274
H  3.226  -0.364  -3.047
H  -0.605  3.367  2.678
H  0.899  5.126  1.926
H  3.352  0.550  0.784
H  -2.264  -0.794  0.398
H  2.085  1.771  -2.435
H  0.496  0.163  4.219
H  -2.646  -4.594  -0.315
H  -4.693  -3.459  0.749
H  -2.051  -3.844  -1.823
H  0.784  1.034  1.218
H  2.648  6.692  2.210
H  4.420  -1.577  0.097
H  -3.489  -5.945  -2.209
H  3.293  2.055  -1.163
H  4.434  0.951  -3.018
H  -0.853  1.287  4.115
H  -4.087  -4.459  -3.016
H  2.160  -0.779  0.854
H  -1.189  -1.049  -3.703
H  1.043  -0.125  -3.197
H  -6.682  -4.142  -0.575
H  -5.974  -3.381  -2.036
H  -5.300  -2.017  -0.118
H  4.098  6.696  1.177
H  3.158  -1.822  -1.148
H  4.255  2.628  2.793
H  2.725  0.849  3.559
H  2.561  6.060  0.541

Summary:
* max |F|: 0.021 hartree/bohr
* frontier orbital gap: 8.701 eV
* structure (SMILES): COc1ccc(CC(=O)Nc2cc(S(=O)(=O)N3CCOCC3)ccc2N2CCOCC2)cc1
* total energy: -51911.369 eV
* 2S+1: 1



No. 4
Entry from the Open Molecules 2025 dataset: a 7-piece molecular cluster, C33H47B2Br12F5N6O6S overall (ωB97M-V with the def2-TZVPD basis set).

Atoms and positions in Å:
Br  5.043  6.302  1.314
Br  -5.508  -7.289  0.665
Br  2.075  -6.563  3.243
Br  -7.842  -8.534  -1.913
Br  13.146  1.460  -3.019
Br  2.033  -9.429  0.913
Br  5.779  2.687  1.502
Br  1.606  0.714  5.068
Br  -0.795  3.298  6.163
Br  9.492  2.036  1.172
Br  7.158  0.791  -1.406
Br  9.998  3.361  -3.356
S  -3.893  0.743  -3.099
F  -0.121  -3.997  -0.214
F  -0.978  -1.942  0.925
F  0.964  -2.495  -2.187
F  2.360  -1.731  -0.467
F  1.165  -2.850  1.447
O  -8.611  -0.074  -2.727
O  2.183  1.385  1.539
O  -6.995  1.691  -1.816
O  -3.401  4.184  -5.590
O  -2.411  3.876  -3.794
O  -3.577  -6.401  -2.389
N  -3.089  -4.401  -0.591
N  3.230  1.868  -0.760
N  0.234  3.942  -0.752
N  -3.564  4.284  -4.368
N  -1.988  -1.804  -2.275
N  -8.214  -2.436  -0.536
C  -7.802  2.139  -0.655
C  -2.643  3.685  -2.324
C  -1.120  1.560  5.339
C  -6.745  -2.247  -0.935
C  -1.334  -0.509  -1.877
C  -0.163  0.517  5.866
C  -5.684  -9.073  -0.104
C  9.316  0.251  0.403
C  -5.977  -9.004  -1.584
C  11.472  3.599  -2.100
C  -3.440  -1.921  -1.844
C  5.335  3.947  2.924
C  -0.629  4.543  0.373
C  -3.223  -5.457  -1.482
C  0.806  -7.918  1.057
C  0.175  -2.649  0.323
C  -0.265  2.533  -1.105
C  9.023  0.320  -1.077
C  0.270  5.052  1.660
C  -6.189  -0.911  -1.752
C  12.805  3.364  -2.771
C  0.159  -0.375  -1.123
C  4.281  4.931  2.474
C  -5.601  -3.404  -0.567
C  -1.697  2.403  -1.890
C  -7.675  3.779  -0.578
C  1.548  -6.639  1.366
C  0.384  3.837  2.759
C  -4.612  -0.775  -2.180
C  0.950  -1.759  -0.863
C  -3.993  -3.255  -1.002
C  -2.188  0.883  -2.243
C  0.610  1.154  -0.747
B  2.013  1.454  0.052
B  -7.307  0.267  -2.118
H  0.104  2.808  2.273
H  -8.576  4.210  0.046
H  4.100  1.815  -0.176
H  2.459  -6.511  0.773
H  9.635  1.054  -1.607
H  1.332  5.383  1.274
H  -8.951  1.875  -0.791
H  -0.292  5.953  2.162
H  -2.338  4.700  -1.826
H  3.461  4.465  1.920
H  -9.325  -0.165  -2.019
H  9.154  -0.661  -1.542
H  -1.542  -2.652  -1.864
H  -5.846  -9.985  -2.049
H  1.462  3.882  3.219
H  0.900  -5.771  1.217
H  -0.424  4.045  3.607
H  -8.548  -3.211  -1.184
H  -5.991  -4.350  0.044
H  0.063  -8.182  1.814
H  -4.719  -9.556  0.076
H  11.389  4.634  -1.757
H  10.281  -0.231  0.584
H  -5.365  -8.270  -2.114
H  -6.457  -9.593  0.469
H  -7.452  1.665  0.358
H  4.961  3.328  3.744
H  -0.492  -0.487  5.582
H  12.883  3.833  -3.756
H  0.318  -7.855  0.081
H  8.543  -0.268  0.976
H  -7.819  4.194  -1.682
H  -8.279  -2.891  0.422
H  -1.384  3.684  0.692
H  3.873  5.477  3.328
H  11.285  2.926  -1.258
H  3.168  1.513  1.774
H  6.270  4.423  3.231
H  -3.793  3.499  -2.200
H  -1.280  5.459  -0.027
H  13.623  3.719  -2.138
H  -0.030  0.558  6.950
H  -6.647  4.122  -0.096
H  -1.054  1.703  4.257
H  3.105  2.845  -1.162
H  0.048  4.560  -1.598
H  -2.151  1.308  5.605

Summary:
* max |F|: 0.218 hartree/bohr
* frontier orbital gap: 7.003 eV
* structure (SMILES): CCCNc1c(CON=O)c2c(c(C(F)(F)C(F)(F)F)c1B(N)O)Nc1c(N=C=O)cc(N)c(B(O)OCC)c1S2.BrCCBr.BrCCBr.BrCCBr.BrCCBr.BrCCBr.BrCCBr
* total energy: -922472.617 eV
* 2S+1: 1



No. 5
Entry from the Open Molecules 2025 dataset: a 2-piece molecular cluster, C4H9NOS overall (ωB97M-V with the def2-TZVPD basis set).

Atoms and positions in Å:
S  -1.841  -1.004  -0.582
O  -0.330  1.318  0.573
N  0.831  -0.958  0.175
C  1.569  -2.144  0.280
C  1.108  1.620  0.661
C  -0.305  -0.523  0.019
C  -2.984  0.372  -0.327
H  1.732  1.498  -0.184
H  -3.782  -0.055  0.346
H  -3.270  0.690  -1.283
H  1.530  0.919  1.394
H  -2.369  1.088  0.252
H  1.177  -3.033  -0.285
H  1.697  -2.605  1.238
H  1.151  2.588  1.200
H  2.565  -1.746  0.006

Summary:
* max |F|: 0.076 hartree/bohr
* frontier orbital gap: 9.679 eV
* total energy: -18663.097 eV
* 2S+1: 1



> Which value of 2S+1 does entry 3 give?

1



> What is the formula in the first record?

C20H58O18